Here is 2 unconnected molecules or ions with the total composition C3H10NO from the Open Molecules 2025 dataset. Energies are from ωB97M-V with the def2-TZVPD basis set.

Total charge ... +1
E_tot ... -250.0111 Ha
Energy above the lowest of the compared OMol25 structures with the same formula, charge and spin ... 26.8 kcal/mol
Lowest unoccupied orbital energy ... -4.8081 eV
Multiplicity ... 1

Bonds (Å) are listed after each position.
Cartesian coordinates (Å):
1 C -1.84591 1.35496 1.52830  O2 1.450, H3 1.083, H4 1.092, H5 1.088
2 O -0.69082 1.38636 0.65218  C1 1.450, H6 0.940
3 H -2.70259 1.75636 1.00091  C1 1.083
4 H -1.60813 1.91205 2.43723  C1 1.092
5 H -1.96125 0.33995 1.90139  C1 1.088
6 H -0.31436 2.24702 0.69190  O2 0.940
7 C 0.50322 -1.40362 -1.89622  N9 1.468, H10 1.085, H11 1.088, H12 1.088
8 C 1.67888 -0.87289 0.19181  N9 1.270, H13 1.076, H14 1.079
9 N 0.71427 -0.71237 -0.61893  C7 1.468, C8 1.270, H15 1.033
10 H -0.02653 -2.32942 -1.69482  C7 1.085
11 H -0.09277 -0.77889 -2.55758  C7 1.088
12 H 1.45853 -1.49837 -2.40821  C7 1.088
13 H 2.53006 -1.43740 -0.14768  C8 1.076
14 H 1.57302 -0.29446 1.09687  C8 1.079
15 H -0.06251 -0.09325 -0.33568  N9 1.033

These are the Löwdin partial charges, in e, on atoms 1 to 8:
1 C -0.08
2 O -0.15
3 H 0.09
4 H 0.09
5 H 0.08
6 H 0.08
7 C 0.01
8 C 0.19

---

Here is 2 unconnected molecules or ions with the total composition C3H10NO from the Open Molecules 2025 dataset. Energies are from ωB97M-V with the def2-TZVPD basis set.

Total charge ... +1
E_tot ... -249.9871 Ha
Energy above the lowest of the compared OMol25 structures with the same formula, charge and spin ... 41.8 kcal/mol
Lowest unoccupied orbital energy ... -5.3033 eV
Multiplicity ... 1

Bonds (Å) are listed after each position.
Cartesian coordinates (Å):
1 C -0.95984 2.17633 -0.67856  O2 1.399, H3 1.089, H4 1.126, H5 1.138
2 O -1.66702 0.97015 -0.63953  C1 1.399, H6 0.964
3 H -0.69148 2.46601 0.33679  C1 1.089
4 H 0.00251 1.94965 -1.21701  C1 1.126
5 H -1.47254 3.04232 -1.20957  C1 1.138
6 H -2.37538 1.03965 0.01131  O2 0.964
7 C 1.12309 -2.29630 -0.12637  N9 1.495, H10 1.094, H11 1.082, H12 1.079
8 C 1.07000 -0.11374 1.18254  N9 1.276, H13 1.088, H14 1.099
9 N 0.58451 -1.01099 0.41563  C7 1.495, C8 1.276, H15 1.047
10 H 1.82779 -2.62888 0.64132  C7 1.094
11 H 1.52776 -2.08141 -1.10693  C7 1.082
12 H 0.27055 -2.95650 -0.17330  C7 1.079
13 H 2.12851 -0.19914 1.41751  C8 1.088
14 H 0.73539 0.93133 1.23695  C8 1.099
15 H -0.26870 -0.66086 -0.07965  N9 1.047

These are the Löwdin partial charges, in e, on atoms 1 to 8:
1 C -0.18
2 O -0.13
3 H 0.06
4 H 0.10
5 H 0.11
6 H 0.10
7 C 0.04
8 C 0.17

---

Here is 2 unconnected molecules or ions with the total composition C3H10NO from the Open Molecules 2025 dataset. Energies are from ωB97M-V with the def2-TZVPD basis set.

Total charge ... +1
E_tot ... -250.0305 Ha
Energy above the lowest of the compared OMol25 structures with the same formula, charge and spin ... 14.6 kcal/mol
Lowest unoccupied orbital energy ... -3.8657 eV
Multiplicity ... 1

Bonds (Å) are listed after each position.
Cartesian coordinates (Å):
1 C -2.47132 -0.26612 0.67039  N2 1.500, H3 1.083, H4 1.081, H5 1.084
2 N -1.78053 -1.56575 0.37904  C1 1.500, H6 1.024, H7 1.020, H8 1.024
3 H -3.48934 -0.48977 0.96284  C1 1.083
4 H -1.90055 0.27544 1.41204  C1 1.081
5 H -2.54251 0.32793 -0.23351  C1 1.084
6 H -2.22890 -2.06990 -0.39075  N2 1.024
7 H -1.71390 -2.15343 1.20964  N2 1.020
8 H -0.82717 -1.37679 0.05703  N2 1.024
9 O 0.63927 1.35932 -0.64156  C10 1.211
10 C 1.79864 1.43018 -0.98291  O9 1.211, C11 1.505, H12 1.099
11 C 2.93003 0.75242 -0.25881  C10 1.505, H13 1.086, H14 1.085, H15 1.086
12 H 2.03643 2.00548 -1.88921  C10 1.099
13 H 2.50543 0.18917 0.56676  C11 1.086
14 H 3.62121 1.51922 0.07564  C11 1.085
15 H 3.42321 0.06261 -0.93661  C11 1.086

These are the Löwdin partial charges, in e, on atoms 1 to 8:
1 C 0.00
2 N 0.16
3 H 0.10
4 H 0.11
5 H 0.11
6 H 0.18
7 H 0.17
8 H 0.16

---

Here is a gas-phase ion, C3H10NO (charge +1) from the Open Molecules 2025 dataset. Energies are from ωB97M-V with the def2-TZVPD basis set.

Total charge ... +1
E_tot ... -250.0296 Ha
SMILES string ... C[NH2+]CCO
Energy above the lowest of the compared OMol25 structures with the same formula, charge and spin ... 15.2 kcal/mol
Lowest unoccupied orbital energy ... -3.3379 eV
Multiplicity ... 1

Bonds (Å) are listed after each position.
Cartesian coordinates (Å):
1 O 1.57299 -0.01083 1.75259  C2 1.425, H6 0.954
2 C 0.52350 -0.91084 1.40797  O1 1.425, C3 1.480, H7 1.103, H8 1.094
3 C -0.40103 -0.11216 0.57325  C2 1.480, N4 1.519, H9 1.093, H10 1.089
4 N 0.11282 0.36887 -0.77277  C3 1.519, C5 1.466, H11 1.025, H12 1.021
5 C -0.87406 0.73968 -1.79210  N4 1.466, H13 1.089, H14 1.094, H15 1.086
6 H 2.13954 -0.46958 2.36724  O1 0.954
7 H 0.87289 -1.82850 0.90552  C2 1.103
8 H -0.07800 -1.24582 2.25874  C2 1.094
9 H -0.59037 0.80647 1.13400  C3 1.093
10 H -1.38936 -0.53828 0.40504  C3 1.089
11 H 0.68303 -0.39610 -1.14680  N4 1.025
12 H 0.77799 1.12528 -0.60324  N4 1.021
13 H -1.52306 -0.07014 -2.12063  C5 1.089
14 H -0.33707 0.92026 -2.72844  C5 1.094
15 H -1.48981 1.62169 -1.64037  C5 1.086

These are the Löwdin partial charges, in e, on atoms 1 to 8:
1 O -0.03
2 C -0.24
3 C -0.12
4 N 0.02
5 C -0.01
6 H 0.10
7 H 0.14
8 H 0.14

---

Here is 2 unconnected molecules or ions with the total composition C3H10NO from the Open Molecules 2025 dataset. Energies are from ωB97M-V with the def2-TZVPD basis set.

Total charge ... +1
E_tot ... -249.8356 Ha
Energy above the lowest of the compared OMol25 structures with the same formula, charge and spin ... 136.9 kcal/mol
Lowest unoccupied orbital energy ... -9.4943 eV
Multiplicity ... 1

Bonds (Å) are listed after each position.
Cartesian coordinates (Å):
1 O 2.17831 0.22034 -1.85844  C2 1.378, H6 0.979
2 C 1.34164 -0.28737 -0.88897  O1 1.378, C3 1.581, H7 1.101, H8 1.092
3 C -0.20918 0.00718 -0.97796  C2 1.581, N4 1.375, H9 1.096, H10 1.095
4 N -0.69966 -0.26978 0.27663  C3 1.375, H11 1.039
5 C -2.23351 0.39605 3.06078  H12 1.089, H13 1.095, H14 1.093, H15 1.088
6 H 1.85315 -0.02212 -2.74910  O1 0.979
7 H 1.69982 0.08090 0.08451  C2 1.101
8 H 1.47562 -1.37025 -0.85452  C2 1.092
9 H -0.38074 1.04816 -1.27308  C3 1.096
10 H -0.57456 -0.65019 -1.77354  C3 1.095
11 H -1.07725 -1.23581 0.22362  N4 1.039
12 H -1.71822 0.98752 3.81561  C5 1.089
13 H -1.58542 -0.36606 2.61508  C5 1.095
14 H -3.03981 -0.11194 3.59561  C5 1.093
15 H -2.62254 1.02884 2.26559  C5 1.088

These are the Löwdin partial charges, in e, on atoms 1 to 8:
1 O 0.07
2 C -0.18
3 C -0.16
4 N 0.36
5 C -0.05
6 H 0.15
7 H 0.15
8 H 0.15

---

Here is 2 unconnected molecules or ions with the total composition C3H10NO from the Open Molecules 2025 dataset. Energies are from ωB97M-V with the def2-TZVPD basis set.

Total charge ... +1
E_tot ... -249.8903 Ha
Energy above the lowest of the compared OMol25 structures with the same formula, charge and spin ... 102.6 kcal/mol
Lowest unoccupied orbital energy ... -8.5549 eV
Multiplicity ... 1

Bonds (Å) are listed after each position.
Cartesian coordinates (Å):
1 C -1.48658 -0.46723 0.70740  C2 1.431, H6 1.090, H7 1.093
2 C -0.13293 -0.90745 0.56206  C1 1.431, C3 1.525, O4 1.481, H8 1.094
3 C 0.70427 -1.29483 1.77593  C2 1.525, H9 1.086, H10 1.099, H11 1.087
4 O 0.52695 0.24195 -0.09837  C2 1.481, H12 0.980
5 N 0.33172 1.89891 -2.41622  H13 1.006, H14 1.007, H15 1.001
6 H -1.89465 -0.12043 1.65706  C1 1.090
7 H -2.19493 -0.65063 -0.10416  C1 1.093
8 H -0.01807 -1.67581 -0.20850  C2 1.094
9 H 1.50216 -1.95971 1.45717  C3 1.086
10 H 1.21328 -0.35859 2.04581  C3 1.099
11 H 0.19250 -1.62573 2.67565  C3 1.087
12 H -0.17014 0.54410 -0.71686  O4 0.980
13 H 1.21498 1.66865 -2.83913  N5 1.006
14 H -0.22243 2.48108 -3.02226  N5 1.007
15 H 0.43386 2.22572 -1.47559  N5 1.001

These are the Löwdin partial charges, in e, on atoms 1 to 8:
1 C 0.44
2 C -0.42
3 C 0.00
4 O 0.04
5 N 0.04
6 H 0.15
7 H 0.14
8 H 0.17

---

Here is 2 unconnected molecules or ions with the total composition C3H10NO from the Open Molecules 2025 dataset. Energies are from ωB97M-V with the def2-TZVPD basis set.

Total charge ... +1
E_tot ... -249.9877 Ha
Energy above the lowest of the compared OMol25 structures with the same formula, charge and spin ... 41.5 kcal/mol
Lowest unoccupied orbital energy ... -5.3208 eV
Multiplicity ... 1

Bonds (Å) are listed after each position.
Cartesian coordinates (Å):
1 C 0.17885 -0.34020 2.31501  O2 1.449, H3 1.086, H4 1.090, H5 1.090
2 O -0.50050 -1.19270 1.36044  C1 1.449, H6 0.958
3 H 0.35034 -0.92741 3.21199  C1 1.086
4 H -0.47483 0.48708 2.59062  C1 1.090
5 H 1.08259 0.05582 1.85167  C1 1.090
6 H -0.57600 -2.05609 1.76939  O2 0.958
7 C -0.74473 1.22725 -1.80460  N9 1.474, H10 1.088, H11 1.087, H12 1.084
8 C 0.95580 -0.47117 -1.36678  N9 1.280, H13 1.088, H14 1.079
9 N -0.06335 0.20499 -0.99055  C7 1.474, C8 1.280, H15 1.031
10 H -1.80570 1.05613 -1.63705  C7 1.088
11 H -0.44929 2.21362 -1.45734  C7 1.087
12 H -0.46727 1.06531 -2.84014  C7 1.084
13 H 1.59497 -0.08578 -2.15896  C8 1.088
14 H 1.15134 -1.40816 -0.86940  C8 1.079
15 H -0.23222 0.17132 0.02569  N9 1.031

These are the Löwdin partial charges, in e, on atoms 1 to 8:
1 C -0.11
2 O -0.16
3 H 0.09
4 H 0.09
5 H 0.08
6 H 0.09
7 C 0.02
8 C 0.18